An isolated molecule of C7H10N2O2S2 in a non-equilibrium geometry, computed with the ωB97M-V functional and the def2-TZVPD basis.

Each line ends with the Mulliken charge.
Element x y z (Å)
C -1.30 1.69 -0.75  0.172
C 0.11 1.31 -0.85  -0.276
C 2.78 0.67 -0.06  -0.458
C 2.96 -0.78 -0.30  0.345
C 0.77 -1.64 0.48  0.455
C -1.51 -1.00 1.30  -0.244
C -2.77 -1.38 0.59  -0.549
H -1.02 2.90 0.74  0.359
H -1.93 0.78 -1.12  -0.244
H -1.25 2.35 -1.60  0.341
H 0.40 0.82 -1.69  0.426
H -3.05 -2.36 0.59  0.374
H 3.50 1.10 0.83  0.316
H 3.05 1.00 -1.17  0.270
H 2.23 -2.63 -0.31  0.222
H -1.57 -0.34 2.32  0.174
H -3.71 -0.59 1.08  0.197
N 1.85 -1.75 -0.05  -0.232
N -0.35 -1.43 0.98  -0.143
O -1.65 2.22 0.48  -0.470
O 4.02 -1.32 -0.68  -0.587
S 1.18 1.49 0.39  0.005
S -2.72 -1.12 -1.20  -0.454

Values from the calculation:
ΔE to the lowest compared entry with this formula, charge and spin, eV: 8.674

C18H19N7Ru as an isolated structure, computed with the ωB97M-V functional and the def2-TZVPD basis.

Each line ends with the Mulliken charge.
Element x y z (Å)
Ru 0.00 -0.22 -0.22  0.546
C -1.86 0.96 0.10  -0.767
C -2.01 -0.17 0.92  0.188
C -0.92 -0.21 1.81  -0.797
C -0.09 0.97 1.58  -0.498
C -0.70 1.69 0.54  -0.336
H -2.52 1.25 -0.71  0.460
H -2.78 -0.92 0.83  0.465
H -0.74 -0.98 2.54  0.554
H 0.79 1.25 2.14  0.551
H -0.33 2.62 0.12  0.419
C 0.87 -3.11 -0.87  -1.191
N 0.22 -1.92 -1.43  0.107
C 0.21 -1.73 -2.71  0.009
C -0.03 -0.42 -3.15  -0.186
C -0.16 0.22 -4.38  -0.832
C -0.30 1.58 -4.10  -0.746
C -0.24 1.71 -2.71  -0.290
N -0.07 0.51 -2.13  0.055
C 0.08 -3.26 1.47  0.668
C 0.37 -3.29 2.83  0.081
C -0.60 -3.62 3.75  -0.747
C -1.88 -3.96 3.33  -0.503
C -2.18 -3.95 1.98  -0.888
C -1.21 -3.59 1.05  -0.607
H 1.84 -3.24 -1.36  0.454
H 0.30 -4.03 -1.01  0.587
H 0.46 -2.54 -3.40  0.477
H -0.15 -0.25 -5.35  0.452
H -0.42 2.38 -4.80  0.444
H -0.30 2.62 -2.13  0.402
H 1.37 -3.04 3.16  0.384
H -0.36 -3.64 4.81  0.406
H -2.64 -4.23 4.05  0.428
H -3.17 -4.20 1.63  0.426
H -1.48 -3.55 0.00  0.412
N 4.54 -3.86 2.09  -0.689
N 3.49 -3.10 2.00  0.922
N 3.70 -2.02 1.39  -0.757
C 2.63 -1.21 1.13  -0.557
N 1.47 -1.51 0.66  0.103
N 1.12 -2.90 0.55  0.418
H 5.42 -3.58 1.67  0.272
H 4.45 -4.69 2.65  0.229
H 2.84 -0.14 1.16  0.473

Values from the calculation:
Total charge: +1
ΔE to the lowest compared entry with this formula, charge and spin, eV: 1.463
Multiplicity: 2

C9H8F4O4 as an isolated structure in a non-equilibrium geometry, computed with the ωB97M-V functional and the def2-TZVPD basis.

Each line ends with the Mulliken charge.
Element x y z (Å)
O 2.92 1.20 -4.37  -0.607
C 2.70 0.44 -3.41  0.195
O 3.39 -0.82 -3.29  -0.454
H 3.96 -0.83 -4.17  0.379
C 1.79 0.83 -2.47  0.567
C 1.19 1.92 -2.13  -0.566
C 0.68 1.78 -0.81  -0.888
C 1.02 0.32 -0.51  0.730
O 1.89 -0.19 -1.41  -0.343
C 0.76 -0.35 0.86  -0.732
H 1.44 -1.52 0.80  0.272
O -0.55 -0.66 0.85  -0.142
C -1.12 -1.03 2.09  -0.960
C -2.46 -1.27 2.28  0.889
F -2.99 -1.53 3.38  -0.346
F -2.85 -2.11 1.47  -0.301
C -3.17 0.29 1.77  0.109
F -4.36 0.29 2.08  -0.291
F -2.57 1.03 2.38  -0.216
H -2.89 0.23 0.72  0.448
H -0.65 -0.59 2.95  0.464
H -0.37 -2.18 2.31  0.273
H 1.27 0.09 1.77  0.363
H 0.05 2.25 -0.24  0.608
H 0.92 2.40 -2.90  0.547

Values from the calculation:
Total energy, eV: -28512.996

C28H29ClFGeN2O11OsPS as an isolated structure, computed with the ωB97M-V functional and the def2-TZVPD basis.

Each line ends with the Mulliken charge.
Element x y z (Å)
Os 1.16 -0.81 -0.26  3.031
O 1.34 -1.83 1.92  -0.744
S 2.62 -1.11 2.14  1.219
O 3.68 -1.78 2.82  -0.664
O 2.97 -0.65 0.75  -0.887
C 2.18 0.33 3.07  0.160
C 2.90 0.63 4.21  -0.579
C 2.54 1.74 4.96  -0.665
C 1.48 2.53 4.57  -0.752
C 0.77 2.23 3.42  -0.375
C 1.11 1.12 2.65  -0.682
P 0.21 0.76 1.10  2.404
C 0.11 2.42 0.37  0.424
C -1.05 3.20 0.38  -0.254
C -1.03 4.48 -0.17  -0.663
C 0.13 4.99 -0.72  -0.573
C 1.29 4.22 -0.72  -0.705
C 1.28 2.95 -0.18  -0.878
C -1.47 0.33 1.60  -0.085
C -2.45 0.23 0.61  -0.138
C -3.73 -0.19 0.93  -0.705
C -4.03 -0.54 2.25  -0.796
C -3.06 -0.46 3.23  -0.800
C -1.78 -0.02 2.91  -1.059
H 3.73 -0.01 4.50  0.595
H 3.10 1.98 5.86  0.413
H 1.20 3.39 5.16  0.434
H -0.05 2.86 3.11  0.495
H -1.96 2.81 0.80  0.390
H -1.94 5.07 -0.16  0.419
H 0.14 5.98 -1.14  0.400
H 2.20 4.62 -1.14  0.487
H 2.19 2.36 -0.19  0.374
H -2.20 0.46 -0.42  0.471
H -4.48 -0.27 0.16  0.496
H -5.03 -0.87 2.50  0.413
H -3.29 -0.74 4.25  0.435
H -1.02 0.02 3.68  0.445
O 3.25 -3.53 -3.03  -0.643
Cl 3.02 -2.18 -2.64  1.896
O 2.80 -1.34 -3.77  -0.690
O 4.05 -1.67 -1.79  -0.645
O 1.73 -2.19 -1.85  -0.876
C 0.06 -5.07 -1.49  -1.360
Ge 0.40 -4.07 0.15  1.488
C -0.75 -4.71 1.60  -1.498
C 2.27 -4.29 0.66  -1.273
C -0.31 -2.22 -0.21  -1.977
H 0.12 -6.14 -1.30  0.391
H 0.81 -4.80 -2.24  0.345
H -0.93 -4.85 -1.90  0.366
H -0.52 -5.75 1.84  0.394
H -1.80 -4.64 1.32  0.365
H -0.58 -4.10 2.50  0.378
H 2.59 -5.27 0.32  0.468
H 2.39 -4.23 1.74  0.362
H 2.93 -3.55 0.20  0.287
H -1.13 -1.96 0.47  0.811
H -0.70 -2.30 -1.22  0.737
F -3.02 3.81 -2.02  -0.350
C -2.53 2.88 -2.85  0.266
C -1.22 2.64 -2.92  -0.187
N -0.70 1.69 -3.79  0.076
C 0.68 1.29 -3.61  -1.526
C 0.83 0.53 -2.33  1.607
O 1.89 0.53 -1.66  -0.947
O -0.12 -0.13 -1.82  -0.980
C -1.52 0.91 -4.59  0.502
O -1.10 0.04 -5.32  -0.616
N -2.86 1.22 -4.51  -0.059
C -3.49 2.14 -3.67  0.170
O -4.69 2.28 -3.65  -0.612
H -0.51 3.17 -2.31  0.854
H 1.34 2.15 -3.60  0.268
H 0.97 0.62 -4.43  0.459
H -3.47 0.67 -5.09  0.244

Values from the calculation:
ΔE to the lowest compared entry with this formula, charge and spin, eV: 0.000

An isolated ion of composition C5H4BrOS2 and charge -1 in a non-equilibrium geometry, computed with the ωB97M-V functional and the def2-TZVPD basis.

Each line ends with the Mulliken charge.
Element x y z (Å)
C 1.39 1.65 -0.13  -0.492
O 0.24 1.18 -0.82  -0.365
C -0.21 -0.02 -0.31  0.072
C -1.54 -0.32 -0.08  0.060
Br -2.89 1.00 -0.03  -0.240
C -1.88 -1.58 0.35  -0.554
S -0.42 -2.59 0.47  -0.199
C 0.71 -1.46 -0.21  0.277
S 2.32 -1.58 -0.32  -0.543
H 1.88 2.44 -0.62  0.243
H 1.98 0.82 0.03  0.124
H 1.19 2.22 0.81  0.214
H -2.77 -1.77 0.88  0.403

Values from the calculation:
Total charge: -1
Structure (SMILES): COc1c(Br)csc1[S-]
ΔE to the lowest compared entry with this formula, charge and spin, eV: 0.000

A 2-piece molecular cluster, C7H17N2 overall in a non-equilibrium geometry, computed with the ωB97M-V functional and the def2-TZVPD basis.

Each line ends with the Mulliken charge.
Element x y z (Å)
C -0.40 -0.61 -0.54  0.148
C 1.83 1.42 0.50  -1.302
C -0.49 1.92 1.09  -1.139
C 0.20 2.14 -1.43  -1.335
C -0.98 -2.98 -0.49  -1.020
C 0.84 -1.97 0.98  -0.625
C 0.52 1.65 -0.04  1.127
N -1.62 -0.46 -0.97  -0.294
N -0.13 -1.82 -0.09  0.057
H 2.30 2.45 0.85  0.343
H 2.53 0.73 -0.02  0.373
H 1.72 0.95 1.49  0.377
H -0.61 1.11 1.83  0.303
H -1.57 2.33 0.73  0.293
H -0.03 2.69 1.73  0.476
H 1.05 2.02 -2.13  0.316
H -0.61 1.71 -1.93  0.320
H 0.08 3.20 -1.25  0.426
H -2.01 -2.73 -0.12  0.383
H -0.60 -3.86 -0.02  0.301
H -1.00 -3.15 -1.51  0.379
H 0.69 -3.07 1.25  0.290
H 0.64 -1.21 1.82  0.191
H 1.84 -1.73 0.63  0.243
H -1.89 0.51 -1.13  0.177
H -2.30 -1.22 -1.22  0.193

Values from the calculation:
Total charge: +1
ΔE to the lowest compared entry with this formula, charge and spin, eV: 3.269